# C22H30N2O5

2 unconnected molecules or ions with the total composition C22H30N2O5 in a non-equilibrium geometry (ωB97M-V/def2-TZVPD, the OMol25 dataset).

Output
E_HOMO (eV): -9.11
Molar mass (g mol⁻¹): 402.49
Energy above the lowest of the compared OMol25 structures with the same formula, charge and spin (kcal per mole): 8.58
E_tot (hartree): -1342.0955

```
59
C22H30N2O5, DFT ωB97M-V/def2-TZVPD
O -3.875 0.856 -0.335
O 6.126 0.283 -0.648
O 2.676 0.198 -0.472
O -5.624 -0.060 -3.854
O 5.494 -0.665 1.306
C -3.000 0.007 -0.447
C 5.729 0.392 0.498
C 2.471 0.286 0.736
C -5.004 -0.482 -2.882
C 0.100 -2.751 2.672
C 0.373 -2.835 1.305
C 0.607 -1.684 3.415
C 1.151 -1.853 0.683
C 1.381 -0.700 2.794
C 1.666 -0.761 1.413
N -5.627 -1.055 -1.844
N -2.785 -0.665 -1.597
C -2.162 -0.320 0.775
C -7.076 -1.204 -1.733
C 5.509 1.789 1.069
C -1.683 -1.589 -1.832
C 2.436 3.932 1.591
C 1.832 2.536 1.708
C 3.934 3.733 1.410
C -1.444 -1.573 -3.340
C 2.976 1.531 1.499
C 4.091 2.337 0.808
C -2.848 -1.331 -3.888
C -3.467 -0.367 -2.867
H 5.673 -1.439 0.750
H -0.500 -3.516 3.157
H -0.013 -3.668 0.724
H 0.399 -1.618 4.479
H 1.358 -1.942 -0.381
H 1.746 0.110 3.416
H -5.062 -1.300 -1.047
H -1.144 0.028 0.615
H -2.584 0.191 1.640
H -2.171 -1.393 0.952
H -7.522 -0.237 -1.495
H -7.486 -1.551 -2.684
H -7.326 -1.921 -0.950
H 6.244 2.464 0.621
H 5.704 1.756 2.144
H -1.973 -2.591 -1.511
H -0.776 -1.276 -1.318
H 2.222 4.540 2.476
H 2.019 4.442 0.716
H 1.057 2.411 0.943
H 1.366 2.394 2.689
H 4.366 4.503 0.763
H 4.428 3.785 2.386
H -1.023 -2.514 -3.693
H -0.796 -0.735 -3.602
H 3.362 1.215 2.472
H 3.910 2.393 -0.273
H -2.826 -0.896 -4.888
H -3.398 -2.274 -3.893
H -3.211 0.655 -3.152
```

Atomic partial charges in e from the Löwdin method, atoms 1 to 2:
1. O 0.0504
2. O 0.0931